(1)
{
  "formula": "C10H30KO14P",
  "method": "ωB97M-V/def2-TZVPD",
  "homo_energy_ha": -0.0303,
  "mol_weight_g_mol": 444.41,
  "gap_ev": 4.51,
  "total_charge": -2,
  "species": ["K", "P", "O", "O", "O", "O", "C", "C", "O", "O", "H", "H", "H", "H", "H", "H", "C", "C", "O", "O", "H", "H", "H", "H", "H", "H", "C", "C", "O", "O", "H", "H", "H", "H", "H", "H", "C", "C", "O", "O", "H", "H", "H", "H", "H", "H", "C", "C", "O", "O", "H", "H", "H", "H", "H", "H"],
  "coordinates": [[7.99206, -19.14107, 0.66700], [5.24227, -19.88658, 1.84171], [3.78079, -20.21150, 1.48854], [5.70730, -18.36807, 1.44935], [6.23566, -20.95255, 1.15444], [5.46980, -19.99257, 3.34395], [8.78935, -19.98446, 4.09396], [9.23620, -19.56843, 5.58384], [9.99918, -18.37929, 5.52175], [8.11475, -18.87642, 3.52402], [8.18962, -20.87264, 4.29284], [9.71642, -20.17963, 3.55492], [9.72322, -20.39942, 6.09410], [8.24950, -19.48579, 6.03958], [9.42508, -17.71130, 5.13993], [7.18295, -19.10064, 3.46862], [7.56502, -24.02334, 1.38741], [8.62055, -23.12790, 0.67795], [8.62212, -21.82128, 1.21740], [6.28702, -23.47416, 0.98240], [7.41074, -23.86003, 2.45400], [7.67155, -25.10407, 1.29365], [8.57198, -23.14445, -0.41085], [9.54094, -23.61781, 0.99569], [7.71366, -21.54837, 1.06967], [6.32955, -22.51522, 0.96721], [4.25201, -21.31504, -2.40280], [5.57322, -20.48005, -2.73055], [6.66525, -20.68942, -1.87863], [3.69825, -20.83590, -1.23470], [4.61545, -22.34221, -2.37250], [3.42113, -21.37037, -3.10614], [5.20349, -19.47312, -2.92419], [5.87044, -20.78875, -3.73278], [6.32003, -20.79045, -0.98857], [4.34092, -20.76454, -0.52513], [10.33085, -21.14875, -1.79152], [11.40487, -21.31834, -0.71227], [12.44095, -22.03423, -1.30726], [9.32897, -20.16281, -1.38132], [9.82383, -22.09303, -1.98993], [10.78964, -20.77299, -2.70608], [11.02555, -21.75605, 0.21111], [11.69715, -20.33395, -0.34669], [13.24146, -21.87107, -0.80311], [8.54024, -20.69152, -1.52261], [3.81493, -15.83383, 0.53907], [4.03713, -16.68179, -0.71191], [5.37981, -17.01889, -0.76766], [3.52802, -16.75767, 1.53639], [2.87630, -15.29940, 0.39257], [4.57254, -15.09716, 0.80634], [3.82753, -15.99144, -1.52896], [3.36273, -17.53629, -0.65612], [5.52482, -17.70864, -0.11589], [4.28213, -17.34670, 1.61358]],
  "forces_ev_per_angstrom": [[0.13, 0.56, 0.30], [-1.91, 0.50, 1.50], [1.75, 0.51, -0.82], [-0.22, -2.06, -0.73], [0.02, 1.19, -1.63], [1.21, 0.19, 0.63], [0.96, 0.85, 2.44], [-1.47, -0.53, -2.51], [0.34, -0.26, 0.96], [1.73, -0.38, 0.15], [-0.31, -0.04, -0.93], [-0.15, -0.28, -0.37], [0.65, 0.29, -0.09], [0.03, 0.68, 0.60], [-0.23, -0.06, -0.30], [-2.08, -0.53, -0.09], [-2.13, 2.76, -0.44], [0.91, -1.55, 2.37], [1.55, -1.24, -0.70], [0.03, -3.66, -1.11], [1.65, 0.15, 0.54], [-0.19, -0.04, -0.91], [-0.45, -0.17, -0.10], [0.78, 0.24, -0.35], [-1.67, 1.29, 0.65], [-0.61, 1.48, 0.56], [2.07, 0.24, 0.56], [-2.35, -0.82, -2.47], [-0.38, 0.14, -0.25], [-0.82, -0.16, -0.36], [0.01, -0.62, 0.56], [0.41, 0.75, -0.74], [0.59, 0.66, 0.98], [0.40, -0.31, -0.18], [-0.17, -0.11, 1.34], [-0.21, 0.02, 1.22], [-0.39, 1.15, 0.91], [-1.38, 0.89, 0.25], [1.10, -0.47, -0.16], [1.46, -1.44, -0.50], [0.17, -0.09, -0.08], [0.22, -0.19, -0.06], [-0.32, -0.63, -0.22], [0.34, 0.44, -0.46], [0.04, -0.15, -0.03], [-1.05, 0.59, -0.04], [-1.89, -1.30, -0.21], [0.59, 2.21, 0.38], [0.74, 0.15, -2.00], [-0.86, 1.14, 1.46], [-0.26, 0.49, -0.06], [0.56, -0.10, -0.31], [-0.13, -0.34, -0.80], [-0.08, -0.01, -0.18], [0.23, -0.91, 1.50], [1.03, -1.11, 0.30]]
}

***

(2)
{
  "formula": "C10H30KO5",
  "method": "ωB97M-V/def2-TZVPD",
  "homo_energy_ha": -0.4927,
  "mol_weight_g_mol": 269.44,
  "gap_ev": 10.77,
  "relative_energy_kj_mol": 0.0,
  "total_charge": 1,
  "species": ["K", "C", "C", "O", "H", "H", "H", "H", "H", "H", "C", "C", "O", "H", "H", "H", "H", "H", "H", "C", "C", "O", "H", "H", "H", "H", "H", "H", "C", "C", "O", "H", "H", "H", "H", "H", "H", "C", "C", "O", "H", "H", "H", "H", "H", "H"],
  "coordinates": [[-0.88409, -0.26910, 0.00586], [-2.83489, 1.03696, -2.88399], [-2.23165, -0.13539, -3.61103], [-1.32708, -0.84856, -2.76556], [-2.09137, 1.76642, -2.55096], [-3.31442, 0.72232, -1.94735], [-3.60076, 1.51507, -3.48790], [-1.72677, 0.22282, -4.51546], [-3.02609, -0.79753, -3.96955], [-1.14453, -1.68032, -3.21518], [2.99683, 0.17922, -2.41914], [3.23178, 0.50097, -0.95576], [1.99703, 0.23765, -0.25329], [3.93486, 0.24800, -2.96262], [2.21992, 0.84286, -2.79640], [2.60354, -0.83373, -2.52540], [3.46356, 1.56349, -0.83308], [4.05256, -0.06529, -0.51289], [2.14497, 0.44255, 0.67698], [1.14221, -4.68865, 0.67026], [0.68644, -3.26338, 0.43475], [-0.72477, -3.11559, 0.54090], [0.79886, -5.35796, -0.11517], [0.78595, -5.06974, 1.63119], [2.23209, -4.70912, 0.73264], [1.01961, -2.94705, -0.55764], [1.21974, -2.57626, 1.10625], [-0.99088, -3.45699, 1.40138], [-0.19650, 4.63618, -0.86429], [0.09179, 3.25068, -0.28991], [-1.10720, 2.61462, 0.13709], [-0.79426, 4.60560, -1.77373], [0.71126, 5.19150, -1.10641], [-0.73417, 5.21494, -0.10929], [0.83732, 3.34036, 0.50750], [0.56794, 2.62629, -1.04854], [-1.39183, 3.02742, 0.96001], [-0.67959, -0.65738, 5.19057], [-1.48858, -0.48720, 3.90872], [-0.61665, -0.27071, 2.78632], [-0.09091, -1.57218, 5.17829], [-1.34082, -0.69326, 6.06153], [-0.04682, 0.21594, 5.36278], [-2.17068, 0.35458, 4.06682], [-2.10213, -1.36020, 3.70398], [-0.08083, 0.49913, 3.00674]],
  "forces_ev_per_angstrom": [[0.08, -0.09, -0.23], [0.06, -0.09, 0.97], [-0.33, 0.26, -0.63], [-0.06, 0.00, 0.05], [0.06, 0.07, -0.41], [-0.15, -0.19, -0.23], [0.09, 0.14, -0.09], [0.20, -0.04, 0.14], [0.00, -0.08, 0.21], [0.16, -0.02, 0.18], [-0.20, -0.26, 0.63], [-0.32, 0.29, -0.11], [-0.09, -0.10, 0.28], [-0.11, 0.19, -0.24], [0.24, 0.15, -0.28], [0.17, -0.07, 0.06], [0.11, -0.02, -0.09], [-0.07, -0.20, -0.08], [0.08, -0.03, -0.06], [0.16, 0.07, 0.30], [0.75, -0.13, 0.06], [-0.04, 0.44, -0.20], [0.02, -0.01, -0.03], [-0.10, 0.05, -0.03], [-0.02, -0.10, -0.19], [-0.50, -0.02, -0.14], [-0.24, -0.09, 0.25], [0.00, -0.05, -0.04], [0.01, 0.05, 0.26], [0.54, 0.83, -0.71], [0.13, -0.58, 0.29], [-0.13, -0.18, 0.07], [0.11, -0.17, 0.10], [-0.04, 0.10, -0.11], [-0.23, -0.09, 0.23], [-0.28, -0.20, 0.01], [-0.08, 0.08, -0.14], [-0.43, -0.05, 0.09], [0.25, 0.23, 0.87], [-0.30, 0.12, -0.20], [0.17, 0.09, -0.03], [-0.05, -0.12, -0.15], [0.18, -0.09, -0.14], [0.02, 0.06, -0.37], [0.13, -0.11, -0.20], [0.05, -0.05, 0.06]]
}